Density functional theory data (ωB97M-V/def2-TZVPD) for a 14-piece molecular cluster, C67H134F21N7O21S7 overall.

Results
**Spin multiplicity**: 1
**Molar mass**: 1997.3 u
**Total energy**: -257987.377 eV
**HOMO level**: -6.20 eV

```
257
Properties=species:S:1:pos:R:3:forces:R:3
C 6.653361 0.196559 -0.737752 -0.960 1.296 -0.023
C 6.328321 -0.307391 -2.115232 0.619 -1.175 -0.349
C 5.110961 0.411239 -2.786132 0.652 -2.185 -0.273
N 4.777571 -0.154691 -4.190802 -1.142 0.153 -0.359
C 4.363981 -1.653591 -4.104122 0.860 0.171 0.113
C 3.542461 0.626519 -4.717422 0.413 -0.277 -0.691
C 4.067891 1.849629 -5.438872 0.439 0.846 0.015
C 5.564371 1.596789 -5.707942 0.276 1.355 -0.663
C 5.816041 0.202079 -5.269152 0.701 -1.879 0.771
H 6.802311 1.268049 -0.871272 0.235 0.198 0.732
H 7.512131 -0.272801 -0.257862 -0.110 -0.058 -0.273
H 5.753711 0.040609 -0.142432 0.216 0.242 0.424
H 6.179441 -1.374101 -1.947722 -1.002 -0.176 -0.422
H 7.283151 -0.380301 -2.635892 -0.127 0.840 -0.878
H 5.130161 1.498659 -2.858582 0.189 -0.115 0.140
H 4.240281 0.048599 -2.239772 -0.056 0.663 0.305
H 3.538211 -1.802761 -3.408452 -0.187 0.579 -0.236
H 5.131661 -2.311191 -3.696292 0.461 0.551 0.034
H 4.128071 -2.053861 -5.090142 -0.214 0.533 -0.036
H 3.093871 0.003689 -5.491342 -0.348 -0.371 0.597
H 2.841621 0.931109 -3.940162 0.095 -0.726 0.148
H 3.615841 1.959829 -6.424572 -0.416 -0.055 0.257
H 3.823141 2.740719 -4.860822 0.421 0.104 -0.123
H 5.759001 1.786489 -6.763512 -0.183 -0.835 -0.316
H 6.325911 2.292519 -5.355652 -0.512 0.173 1.145
H 5.743831 -0.527221 -6.076002 -0.491 -0.040 0.044
H 6.808491 0.027719 -4.853542 -0.089 0.143 0.190
C -5.319069 7.620369 2.211308 -0.541 0.358 0.111
C -4.345979 6.751799 1.411128 -0.627 0.111 -0.612
C -3.413799 7.711189 0.615448 1.043 -1.976 1.471
N -2.411129 7.024209 -0.289102 0.630 -0.209 -2.610
C -3.082009 6.613769 -1.647582 -0.665 1.249 0.883
C -1.682919 5.773979 0.333128 -2.189 1.880 0.990
C -0.315749 5.872799 -0.199382 0.942 -1.550 -0.686
C 0.079771 7.327339 -0.247672 0.242 -0.522 2.533
C -1.213299 7.999829 -0.598762 -0.291 0.366 -0.852
H -4.888249 7.959149 3.153498 -0.012 -0.059 -0.018
H -6.289079 7.164199 2.409018 0.330 -0.608 0.262
H -5.655939 8.507389 1.674828 0.428 0.245 -0.291
H -4.891649 6.015189 0.821408 -0.084 0.259 -0.516
H -3.787379 6.113959 2.096128 0.308 0.296 0.032
H -2.733879 7.994489 1.418918 -0.181 1.132 -0.042
H -3.896119 8.538979 0.095608 0.084 -0.201 0.047
H -2.405379 6.239469 -2.415812 0.192 -0.602 0.751
H -3.531909 7.483019 -2.127252 0.431 0.726 0.357
H -3.995059 6.049429 -1.457972 0.665 -0.907 0.200
H -2.351359 4.923209 0.200918 0.408 -0.243 -0.524
H -1.706559 5.972819 1.404578 0.203 0.129 0.151
H -0.327499 5.435009 -1.197532 0.423 -0.265 -0.151
H 0.338811 5.322919 0.476848 0.238 -0.228 -0.449
H 1.002361 7.553109 -0.782412 -0.572 -0.012 -0.786
H 0.392691 7.558289 0.770588 -0.249 0.308 0.335
H -1.093759 8.146379 -1.672232 -1.064 0.241 -0.122
H -1.399959 8.946399 -0.091542 -0.046 -0.152 -0.100
C 3.552441 -0.022401 2.361258 1.024 0.517 0.672
C 4.090591 1.402189 2.669368 -0.073 0.154 0.617
C 3.683721 1.871679 4.117078 0.877 1.465 -0.652
N 4.321071 3.234719 4.609278 0.921 0.831 0.153
C 4.342531 4.324249 3.478878 -1.351 -0.793 1.065
C 5.725021 3.168059 5.203938 0.522 0.089 -0.416
C 5.858981 4.412909 6.111168 1.039 -0.428 -0.172
C 4.509011 4.646679 6.718778 -1.394 0.147 -1.053
C 3.575091 3.745129 5.876388 -0.639 0.256 -0.505
H 3.346691 -0.107461 1.294238 -0.406 -0.033 0.230
H 2.724431 -0.246061 3.033918 -0.445 -0.073 -0.462
H 4.316041 -0.768031 2.582778 0.019 0.001 0.053
H 3.723471 2.070009 1.890058 -0.338 0.240 0.409
H 5.168391 1.441329 2.511518 0.168 -0.129 0.310
H 3.940571 1.178959 4.918488 -0.033 -0.209 -0.215
H 2.619421 2.105189 4.146218 -0.060 -0.226 0.006
H 3.391691 4.223899 2.955488 0.183 -0.163 -0.316
H 5.202341 4.191199 2.822278 -0.227 -0.041 0.170
H 4.251421 5.307749 3.939878 0.527 -0.092 0.128
H 6.520431 3.247339 4.462898 -0.377 -0.347 -0.440
H 5.815641 2.186209 5.668538 -0.035 0.203 0.448
H 6.173621 5.264999 5.508648 -0.303 -0.028 -0.308
H 6.696511 4.350889 6.806008 -0.160 -0.534 0.217
H 4.163991 5.657379 6.500728 0.201 0.154 0.474
H 4.348511 4.439879 7.776878 0.357 -0.047 -0.119
H 2.730691 4.331099 5.513468 -0.346 -0.331 0.077
H 3.255331 2.891399 6.473888 -0.087 -0.179 -0.428
C -2.105819 -4.988751 -1.045602 0.080 0.134 0.781
C -3.041729 -6.121651 -0.535982 -0.153 0.929 -0.524
C -2.514559 -7.494951 -0.847402 -0.060 -0.156 -0.742
N -3.245829 -8.715671 -0.209592 1.967 0.021 0.909
C -2.637639 -8.852861 1.231488 -1.743 -0.735 0.485
C -3.141139 -10.163691 1.873618 0.497 -0.480 -0.997
C -2.737679 -11.435221 1.028358 0.053 1.428 0.758
C -3.257889 -11.251351 -0.406952 0.545 -0.732 0.728
C -2.705559 -9.930491 -0.958212 -1.944 -0.182 -0.353
C -4.796629 -8.626631 -0.204272 1.064 1.234 -0.066
H -2.449319 -4.000951 -0.738412 -0.709 -0.157 0.029
H -2.012639 -4.938381 -2.130442 0.174 -0.346 0.049
H -1.134799 -4.976651 -0.550562 0.332 -0.561 -0.279
H -3.925419 -5.998971 -1.162192 -0.491 0.023 0.480
H -3.297589 -5.976771 0.513618 0.061 0.069 0.016
H -1.442079 -7.587781 -0.676292 -0.058 -0.297 0.797
H -2.536399 -7.598111 -1.932282 -0.509 -0.388 -0.130
H -1.547669 -8.844551 1.227998 -0.103 0.129 -0.703
H -2.996479 -8.033781 1.854728 0.017 0.326 -0.319
H -2.734909 -10.237721 2.882378 0.014 0.084 -0.022
H -4.226169 -10.114361 1.965208 -0.013 -0.068 0.147
H -1.649409 -11.494171 1.011288 0.167 -0.028 0.030
H -3.084339 -12.303411 1.588868 -0.213 -0.163 -0.505
H -2.888389 -12.040191 -1.062172 0.169 -0.048 0.002
H -4.329309 -11.443711 -0.350732 -0.197 0.784 -0.523
H -1.616929 -9.977251 -0.929632 -0.051 0.433 0.290
H -3.003849 -9.734741 -1.988162 0.018 -0.338 -0.092
H -5.322259 -9.481291 0.221618 0.614 -0.010 -0.170
H -5.153449 -8.387711 -1.206112 0.314 -0.452 -0.176
H -5.038989 -7.727851 0.362778 0.091 -0.128 0.313
C -0.111439 3.259879 2.871368 0.352 0.413 0.012
C -0.589749 2.528559 1.592098 0.331 -0.883 1.144
C 0.502631 1.572519 1.082998 -0.108 0.633 -1.674
N 0.199471 0.957839 -0.335742 -0.553 -1.665 0.151
C -1.243459 0.313999 -0.426322 -0.250 0.275 0.840
C -1.457899 -0.941351 0.463278 0.730 0.871 -0.407
C -0.426279 -1.962451 0.191968 1.014 -1.349 -0.351
C 1.012601 -1.450721 0.274928 0.148 0.369 -0.420
C 1.222871 -0.218081 -0.675702 -1.183 -0.424 0.811
C 0.375461 2.031219 -1.410672 0.885 -0.860 0.761
H 0.958671 3.437169 2.978708 0.339 0.073 -0.788
H -0.311319 2.771839 3.825288 -0.736 -0.194 -0.203
H -0.532189 4.265279 2.886798 -0.098 -0.119 0.358
H -0.996059 3.244559 0.877708 0.426 -0.242 -0.270
H -1.433079 1.916539 1.911998 -0.239 0.034 -0.206
H 0.730531 0.799539 1.816938 -0.346 -0.242 -0.286
H 1.431431 2.100669 0.867378 0.053 0.218 0.235
H -1.992909 1.035169 -0.100222 0.474 0.499 -0.079
H -1.458939 0.147659 -1.481782 0.449 -0.245 -0.013
H -1.351969 -0.714061 1.524038 -0.378 0.485 0.110
H -2.424859 -1.426081 0.328668 -0.257 0.641 -0.103
H -0.621479 -2.784431 0.880688 0.297 -0.095 0.235
H -0.537199 -2.436981 -0.783032 -0.171 0.232 -0.359
H 1.337061 -1.306641 1.305498 -0.243 0.635 0.130
H 1.689941 -2.250081 -0.025652 0.133 0.003 -0.501
H 2.255861 0.117929 -0.765872 -0.107 0.634 0.757
H 0.999731 -0.535211 -1.694392 -0.575 0.083 -0.054
H 1.457361 2.162029 -1.389092 -0.058 0.556 -0.063
H -0.156009 2.951419 -1.168032 -0.054 -0.354 0.006
H 0.133771 1.629019 -2.394502 -0.459 -0.128 0.228
C -2.584429 0.654339 -10.776172 0.998 0.040 -0.466
C -2.324789 0.729149 -9.286852 -0.932 -0.205 0.034
C -3.055109 1.980419 -8.751082 0.575 -1.392 1.610
N -3.068399 2.113129 -7.201452 1.059 0.799 0.355
C -1.540499 2.048319 -6.685512 -0.418 0.752 0.869
C -1.341279 2.620869 -5.218642 -1.822 0.514 -1.685
C -1.985539 4.022219 -5.181422 0.512 0.173 0.375
C -3.485269 3.920849 -5.429982 0.435 0.174 1.207
C -3.728999 3.519139 -6.853202 -0.018 -1.032 0.432
C -3.811129 0.934849 -6.522762 0.687 1.268 -0.517
H -3.646759 0.594699 -11.012782 0.071 0.142 -0.048
H -2.090899 -0.252071 -11.126792 -0.188 -0.034 -0.246
H -2.094059 1.480839 -11.290512 -0.299 0.125 -0.248
H -1.265429 0.609809 -9.059672 -0.062 0.446 0.091
H -2.812669 -0.194451 -8.975362 0.010 0.138 0.875
H -4.098139 1.820239 -9.024092 -0.034 0.699 -0.155
H -2.585069 2.897149 -9.107122 -0.371 -0.030 -0.176
H -0.936329 2.630279 -7.381502 -0.280 0.102 -0.210
H -1.197379 1.014299 -6.719552 -0.365 -0.074 -0.157
H -0.284499 2.716369 -4.969262 -0.098 -0.667 -0.012
H -1.943989 1.967399 -4.587912 0.729 -0.069 0.621
H -1.455019 4.656699 -5.891422 -0.224 0.084 -0.639
H -1.786249 4.570809 -4.260862 -0.140 -0.551 0.444
H -4.005869 4.850049 -5.198332 0.119 0.364 -0.528
H -3.890469 3.318329 -4.617032 -0.168 -0.699 -0.321
H -3.303809 4.365009 -7.393402 0.401 -0.695 -0.828
H -4.789979 3.479569 -7.099902 0.048 -0.448 -0.121
H -3.247979 0.050689 -6.821462 -0.353 -0.050 0.276
H -4.854359 0.935969 -6.838612 0.142 -0.051 -0.186
H -3.771159 1.085859 -5.444012 0.114 -0.124 -0.148
C -1.198909 -1.749151 5.330328 -0.925 0.349 -0.329
C -0.141799 -2.526611 4.542008 -1.102 0.175 0.754
C -0.226819 -3.960081 5.006598 0.768 -0.348 -0.586
N 0.630981 -4.907961 4.133678 2.791 -1.499 0.664
C 0.757021 -6.287921 4.873378 -1.673 0.800 -0.082
C 1.463611 -7.394061 4.126408 0.283 0.674 -0.662
C 0.966571 -7.484481 2.686898 -0.279 -0.897 -0.263
C 0.877981 -6.193141 1.895718 1.468 0.438 0.722
C 0.143971 -5.092071 2.622448 -0.928 0.175 1.632
C 2.109991 -4.456431 4.108408 -0.884 1.148 -1.627
H -1.184829 -1.801571 6.418978 0.577 -0.223 0.053
H -2.192299 -2.111231 5.065398 -0.116 0.116 -0.153
H -1.166919 -0.688421 5.081488 -0.015 -0.007 -0.015
H 0.808391 -2.083091 4.839538 0.333 -0.237 -0.583
H -0.386229 -2.446651 3.482778 0.283 0.219 -0.097
H -1.210489 -4.424211 5.077768 -0.243 0.332 -0.504
H 0.150671 -3.908791 6.027858 0.451 -0.789 -0.002
H -0.290809 -6.542511 5.032548 -0.077 -0.302 0.089
H 1.181001 -6.077191 5.855178 0.110 0.139 -0.153
H 1.357521 -8.343641 4.650948 -0.339 0.086 0.074
H 2.541501 -7.235411 4.093498 0.082 0.182 0.088
H -0.025959 -7.930191 2.621178 -0.284 -0.170 0.503
H 1.608521 -8.201091 2.174558 0.105 0.108 -0.229
H 0.457611 -6.429221 0.918148 -0.233 0.464 0.035
H 1.874321 -5.789851 1.714748 0.208 -0.257 -0.443
H -0.920249 -5.306001 2.721328 -0.177 0.124 0.120
H 0.241911 -4.118471 2.142238 0.133 -0.125 0.165
H 2.094271 -3.575211 3.467078 0.264 0.085 0.023
H 2.726801 -5.182841 3.579258 -0.232 -0.044 0.313
H 2.574891 -4.146581 5.044328 -0.667 -0.457 0.319
C 0.176831 -3.025621 -4.481002 -0.379 2.383 -0.282
F -0.308039 -3.265341 -3.299112 -1.189 -0.491 1.925
F 1.491081 -3.069951 -4.315362 1.009 -0.632 -0.943
F -0.313859 -3.946661 -5.298622 0.629 -0.200 -0.541
S -0.327309 -1.254051 -4.961322 1.231 0.138 0.251
O -1.752569 -1.351191 -4.919942 -1.247 -0.080 -0.565
O 0.212001 -0.377161 -3.935152 0.323 -0.318 0.657
O 0.319901 -0.988451 -6.232422 -0.314 -0.406 -0.546
C -5.425369 -4.299531 2.032058 0.036 0.740 1.770
F -5.434549 -5.622461 1.875818 -0.410 -0.866 -0.765
F -5.294059 -3.720941 0.836448 -0.604 -0.099 0.085
F -6.627069 -3.969071 2.625638 1.556 -0.224 -1.237
S -3.945359 -3.901271 3.157188 -0.787 -0.179 0.594
O -2.897569 -3.486611 2.210068 -0.433 -0.246 0.561
O -4.523129 -2.919501 4.045328 0.851 -0.008 -0.628
O -3.684569 -5.193141 3.809288 0.399 0.466 -0.694
C -2.196899 2.669589 7.046948 -2.822 -1.594 1.591
F -2.335599 3.943729 6.764888 0.009 0.382 -0.992
F -1.970729 1.889579 5.958078 0.233 0.777 -0.179
F -1.145009 2.570549 7.841558 0.955 -0.336 0.325
S -3.820249 1.986959 8.021948 -1.961 1.372 -0.403
O -3.590299 0.562039 8.134608 0.684 0.014 -0.124
O -3.761069 2.758689 9.261838 0.657 -0.468 -0.621
O -5.045989 2.321879 7.240898 2.394 -0.313 0.381
C -4.849219 1.087309 -1.737002 -0.586 0.475 1.920
F -4.025769 0.130529 -1.325442 0.837 -0.047 -0.151
F -5.118679 0.918289 -2.997122 0.177 0.065 -2.030
F -6.011859 0.810599 -1.091562 0.547 1.166 0.015
S -4.037009 2.850739 -1.378942 -0.025 1.656 3.382
O -2.660919 2.851289 -1.933362 -1.687 -0.544 -0.441
O -4.934859 3.910929 -1.906762 1.082 -2.019 -0.198
O -3.991829 2.870499 0.124838 -0.130 -0.487 -2.856
C 3.531361 4.540429 -2.144542 0.490 -1.459 1.938
F 3.189881 5.827359 -2.086282 0.249 -0.540 -0.518
F 2.669961 3.839959 -2.901162 -1.198 0.345 0.330
F 4.672671 4.317189 -2.779502 1.259 0.976 -0.296
S 3.716981 3.776029 -0.336892 0.037 1.542 1.105
O 4.941751 4.293789 0.307908 -1.393 -0.405 -1.478
O 2.484371 4.272609 0.299458 0.906 -0.797 -0.748
O 3.780201 2.341589 -0.590252 -0.329 0.103 -0.399
C -1.374319 7.391039 4.969698 2.794 -1.459 1.110
F -1.713719 8.305069 5.872478 -0.074 -0.372 0.175
F -1.848569 6.142429 5.363108 0.394 2.153 -0.819
F -1.892619 7.765119 3.829748 -1.465 -0.119 -1.510
S 0.605861 7.337569 4.652688 -0.590 0.066 2.402
O 1.151231 7.788009 5.917488 -0.171 -0.034 0.104
O 0.862431 5.923539 4.422228 -0.077 -0.056 -0.892
O 0.857291 8.278179 3.586978 -0.526 -0.360 -0.947
C 5.344781 -3.418361 1.182158 0.844 -1.002 -1.466
F 5.564881 -2.172951 0.806828 -0.094 1.266 -0.357
F 6.489001 -3.863091 1.685198 0.840 -0.617 -0.260
F 4.528761 -3.406541 2.204048 -1.751 -0.012 0.895
S 4.716561 -4.425111 -0.355162 0.685 -3.055 0.135
O 3.273101 -4.484111 -0.111652 0.604 0.229 0.229
O 5.069691 -3.652021 -1.544662 0.142 0.015 0.961
O 5.424321 -5.754521 -0.225202 -1.519 3.252 -0.086
```
Positions in Å, forces in eV/Å.